Here is C4H2S as an isolated structure from OMol25. Energies are from ωB97M-V/def2-TZVPD.

Last column: Löwdin charge in e.
Geometry (Å):
C -0.10604 1.61438 -0.43317  0.0987
C -0.04571 -1.21106 0.39788  -0.5989
C 0.03899 -0.00839 0.97223  -0.0129
C -0.25532 0.48741 -0.90576  -0.5627
S -0.14855 -1.16747 -1.36247  0.9078
H 0.24050 2.36327 0.20983  0.0602
H 0.27612 -2.07815 1.12145  0.1078

Results
HOMO-LUMO gap   9.49 eV
LUMO level   0.3321 eV
Total energy   -551.54735 Ha
Energy above the lowest of the compared OMol25 structures with the same formula, charge and spin   3.774 eV

Here is a 11-piece molecular cluster, C4H31N2O12 overall from OMol25. Energies are from ωB97M-V/def2-TZVPD.

Last column: Löwdin charge in e.
Geometry (Å):
N -1.44947 1.06165 1.05042  0.1499
C -1.13212 1.24892 -0.38782  -0.0562
C 0.37219 0.93701 -0.75832  -0.4016
N 0.79522 1.13324 -2.02724  0.0744
C -0.04239 1.55904 -3.16178  -0.1146
C -1.09313 0.45925 -3.65195  -0.2275
O -1.68921 0.81062 -4.89484  -0.0702
O 1.15472 0.48190 0.12558  -0.0273
H -1.03108 1.85382 1.60554  0.1189
H -1.15740 0.14939 1.38117  0.0969
H -2.48734 1.05575 1.15099  0.1860
H -1.92010 0.53582 -0.81852  0.1282
H -1.29214 2.37835 -0.68681  0.1567
H 1.84330 0.76063 -2.10521  0.2258
H -0.50240 2.64721 -2.93148  0.1731
H 0.51875 1.59468 -3.98226  0.0629
H -2.03283 0.60544 -3.07165  0.1064
H -0.71307 -0.53755 -3.72719  0.0798
H -1.16273 0.68108 -5.70593  0.1051
H 1.80610 -1.00806 3.32616  0.0580
H 1.39027 -1.50348 4.72419  0.1261
O 1.08309 -1.59013 3.72089  -0.1225
H -1.30973 4.38201 1.67182  0.0386
H 0.16798 3.99550 1.91982  0.1127
O -0.74632 3.64517 1.69656  -0.0608
H 0.48702 -2.59911 -2.99333  0.0580
H 1.93340 -2.23547 -3.29113  0.0748
O 1.01247 -1.88325 -3.41342  -0.0836
H 4.28315 -3.52582 1.52447  -0.0154
H 3.40992 -2.34838 1.49619  0.0157
O 3.39103 -3.36511 1.36157  -0.0872
H -0.88697 -4.48009 3.20444  0.1553
H -2.15830 -3.46044 2.99361  0.0459
O -1.40918 -3.84628 2.53081  -0.0915
H 1.39606 5.17592 0.01009  0.1201
H -0.26881 4.69307 -0.05162  0.0130
O 0.65510 4.47690 -0.12510  -0.1005
H -0.71406 -2.79505 1.31821  -0.0126
H 0.68172 -2.07351 0.92010  0.0535
O -0.29147 -2.17153 0.68362  -0.1022
H -1.92541 -1.57768 -2.06387  -0.0094
H -3.15453 -2.23376 -1.43336  0.1240
O -2.83270 -1.35679 -1.90452  -0.0902
H 4.06363 0.09926 1.63500  0.0041
H 2.59596 -0.32334 0.80535  0.1134
O 3.52248 -0.58129 1.34348  -0.1030
H -0.89331 -1.06069 3.70432  -0.0204
H -0.87894 0.44722 3.85830  0.0940
O -1.38843 -0.31204 3.42465  -0.0746

Results
HOMO-LUMO gap   9.57 eV
LUMO level   -2.8399 eV
Charge   +1
Total energy   -1183.07965 Ha
Energy above the lowest of the compared OMol25 structures with the same formula, charge and spin   5.320 eV

Here is a 11-piece molecular cluster, C4H31NO11 overall from OMol25. Energies are from ωB97M-V/def2-TZVPD.

Last column: Löwdin charge in e.
Geometry (Å):
N -0.44572 0.51566 -1.37166  -0.0168
C -1.81571 1.00646 -1.49372  -0.2984
C -2.00356 2.50403 -1.59641  -0.1835
C -1.45895 3.17552 -0.28379  -0.1944
C -2.29290 2.85343 0.90718  -0.2898
O -2.00885 1.79713 1.79311  -0.1363
H -0.42438 -0.58329 -1.49001  0.1109
H -0.21990 0.62085 -0.35393  0.0680
H -2.20192 0.54974 -2.46429  0.1351
H -2.38598 0.59030 -0.59955  0.1028
H -3.04575 2.82066 -1.59899  0.1089
H -1.46867 2.86261 -2.44151  0.0945
H -1.61070 4.26933 -0.41673  0.1197
H -0.38066 2.98009 -0.17282  0.1077
H -3.33631 2.62950 0.53182  0.1306
H -2.38186 3.64226 1.75914  0.1531
H -2.09738 0.88361 1.36516  0.0653
O 0.51842 1.94006 2.52716  -0.0624
H 0.77807 2.82384 2.54234  0.0026
H -0.38110 1.90953 2.04518  0.0264
O 2.31899 -1.58725 -2.75651  -0.1087
H 1.87362 -0.66054 -2.91324  0.0667
H 2.79519 -1.61123 -3.61257  0.0870
O 2.52724 -3.16513 2.23717  -0.0636
H 3.05710 -3.06343 1.37258  0.0785
H 1.99862 -2.38018 2.30659  -0.0449
O -1.48348 -0.65652 1.01358  -0.0744
H -1.00287 -1.25050 1.61060  0.0093
H -2.23589 -1.22346 0.77119  0.0784
O 1.87039 -0.46829 2.99002  -0.0899
H 1.57041 0.25068 3.59838  0.0810
H 1.77068 -0.06851 2.07314  0.0639
O -1.87428 -2.55096 -1.31082  -0.0700
H -1.38730 -2.48378 -0.51082  -0.0219
H -1.16382 -2.79080 -1.93610  0.0057
O 2.77267 -0.66825 0.11782  -0.0522
H 3.07616 -1.17607 0.85585  -0.0136
H 3.13428 -1.07105 -0.71569  0.0529
O 2.15380 1.00639 -2.73527  -0.0975
H 1.22278 1.15337 -2.37596  0.0402
H 2.64363 1.20378 -1.91312  0.0590
O 0.54092 -3.33905 -2.01862  -0.0626
H 1.28738 -2.67234 -2.24273  0.0218
H 0.90433 -4.01197 -1.53191  -0.0038
O -0.22308 -2.06683 2.85640  -0.0278
H 0.00653 -2.92927 2.50678  0.0623
H 0.50980 -1.51018 3.07557  -0.0201

Results
HOMO-LUMO gap   9.84 eV
LUMO level   0.0943 eV
SMILES   NCCCCO.O.O.O.O.O.O.O.O.O.O
Total energy   -1053.35539 Ha
Energy above the lowest of the compared OMol25 structures with the same formula, charge and spin   2.444 eV

Here is a 12-piece molecular cluster, C4H31NO12S overall from OMol25. Energies are from ωB97M-V/def2-TZVPD.

Last column: Löwdin charge in e.
Geometry (Å):
C -0.89923 1.62041 -0.28833  -0.1037
N 0.22832 0.68741 -0.21168  -0.0654
C 0.07848 -0.23935 0.93529  -0.3523
C -0.03718 0.55339 2.27974  -0.2266
O -0.02635 1.74641 2.42594  0.0589
C 1.36324 -1.04411 1.11898  -0.4967
S 1.28495 -2.59412 0.14892  0.7275
H -0.67600 2.59776 0.15853  0.0904
H -1.08402 1.90869 -1.32295  0.0568
H -1.80451 1.18057 0.09193  0.0603
H 1.07822 1.20272 0.00777  0.0836
H -0.80046 -0.87385 0.81039  0.1252
H -0.02699 -0.05415 3.19896  0.1155
H 2.19576 -0.48002 0.69197  0.0540
H 1.61896 -1.41059 2.09609  0.0423
H 0.31078 -3.24150 0.79467  -0.1308
O -0.26215 0.11408 -3.00200  -0.0804
H -1.22716 0.15992 -2.87626  0.0737
H 0.23016 0.10944 -2.16042  0.0192
O -4.23162 -1.54739 0.16335  -0.0691
H -3.61421 -1.94209 -0.46117  -0.0065
H -3.79367 -1.69892 1.02644  0.0243
O -2.05963 -2.47964 -1.39900  -0.0781
H -1.88284 -3.09974 -2.12631  0.0315
H -1.21942 -2.02507 -1.41692  -0.0180
O 2.60392 4.15605 2.16647  -0.0600
H 1.87394 4.70480 2.41691  0.0218
H 2.31961 3.31170 1.77924  0.0108
O 1.28357 2.58128 -3.21853  -0.0536
H 1.04649 1.65859 -3.13518  -0.0235
H 0.52064 3.11247 -2.98993  0.0305
O 2.32037 -0.14268 3.84002  -0.0513
H 3.16619 -0.59928 3.78205  0.0510
H 2.79500 0.57993 4.28093  0.0621
O -3.37264 0.67010 1.71377  -0.0755
H -3.59437 0.11465 0.94237  0.0191
H -4.01538 1.39938 1.77939  0.0817
O 2.08872 -1.23458 -4.84212  -0.0449
H 2.88360 -0.79958 -4.56443  0.0237
H 1.37211 -0.66261 -4.53174  0.0069
O 3.45922 1.40498 0.18797  -0.0592
H 3.34801 1.68045 -0.73288  0.0510
H 4.27203 1.79039 0.58072  0.0715
O -2.79700 -1.50710 3.14445  -0.0768
H -2.77168 -0.52786 2.97743  0.0173
H -3.42410 -1.56812 3.85225  0.0280
O -0.42356 -3.17407 -3.27999  -0.0746
H 0.33337 -3.79092 -3.30699  0.0748
H -0.03152 -2.30825 -3.52606  0.0336

Results
HOMO-LUMO gap   9.11 eV
LUMO level   0.0609 eV
SMILES   CN[C@H](C=O)CS.O.O.O.O.O.O.O.O.O.O.O
Total energy   -1526.79020 Ha
Energy above the lowest of the compared OMol25 structures with the same formula, charge and spin   3.366 eV